(1)
Molecular formula: C8H30N3O4
Method: DFT, the ωB97M-V functional and the def2-TZVPD basis

Each line ends with the natural charge from an NBO analysis.
Element x y z (Å)
N (1.22, 1.18, 0.39)  -0.895
H (1.16, 0.90, -0.58)  0.444
H (1.90, 1.91, 0.53)  0.436
H (1.39, 0.34, 0.93)  0.450
H (0.36, 1.58, 0.73)  0.467
O (3.04, -0.81, 1.14)  -0.963
H (3.75, -0.44, 1.67)  0.481
H (3.39, -1.65, 0.83)  0.492
O (3.00, 3.32, 0.49)  -0.959
H (3.61, 3.04, 1.17)  0.482
H (3.15, 4.26, 0.40)  0.503
C (-1.58, -1.79, -1.22)  -0.655
C (-0.31, -1.76, -1.99)  -0.086
C (-0.46, -2.05, -3.53)  -0.084
O (0.59, -1.37, -4.30)  -0.542
C (1.78, -2.08, -4.30)  -0.258
N (0.31, -0.48, -1.79)  -0.862
H (-1.45, -1.96, -0.15)  0.228
H (-2.04, -2.78, -1.31)  0.237
H (-2.42, -1.13, -1.41)  0.216
H (0.46, -2.40, -1.57)  0.193
H (-1.35, -1.51, -3.85)  0.192
H (-0.51, -3.12, -3.72)  0.192
H (2.59, -1.45, -4.66)  0.196
H (1.72, -2.95, -4.96)  0.183
H (2.08, -2.36, -3.30)  0.149
H (1.10, -0.37, -2.41)  0.376
H (-0.30, 0.27, -2.10)  0.350
C (-3.51, 1.54, 1.82)  -0.624
C (-2.05, 1.69, 1.80)  -0.071
C (-1.48, 0.65, 2.86)  -0.069
O (-0.03, 0.91, 2.80)  -0.566
C (0.66, 0.02, 3.56)  -0.267
N (-1.55, 1.43, 0.42)  -0.870
H (-3.88, 1.83, 2.80)  0.226
H (-3.73, 0.47, 1.85)  0.200
H (-3.87, 2.00, 0.90)  0.218
H (-1.84, 2.64, 2.29)  0.211
H (-1.71, -0.36, 2.51)  0.171
H (-1.95, 0.75, 3.83)  0.198
H (1.72, 0.25, 3.59)  0.185
H (0.49, -1.05, 3.42)  0.179
H (0.49, 0.24, 4.62)  0.177
H (-1.96, 0.61, 0.01)  0.371
H (-1.99, 2.05, -0.24)  0.368

Calculated values
largest force on an atom = 3.29 eV Å⁻¹
Kohn-Sham gap = 9.759 eV
total charge = +1
E_HOMO = -12.3 eV
E = -787.74041 a.u.

(2)
Molecular formula: C20H20FN3O3S
Method: DFT, the ωB97M-V functional and the def2-TZVPD basis

Each line ends with the natural charge from an NBO analysis.
Element x y z (Å)
C (-1.91, -0.58, 2.48)  -0.633
C (-1.46, -1.78, 1.66)  -0.039
C (-2.18, -3.06, 2.13)  -0.407
C (-1.53, -3.77, 3.33)  -0.397
C (-0.02, -3.82, 3.18)  -0.401
C (0.56, -2.41, 2.99)  -0.220
N (0.00, -1.89, 1.73)  -0.456
C (0.82, -1.22, 0.78)  0.681
O (2.03, -1.22, 0.98)  -0.621
C (0.31, -0.47, -0.49)  -0.305
N (1.20, 0.62, -0.93)  -0.410
C (1.05, 1.92, -0.40)  0.810
O (0.16, 2.13, 0.45)  -0.633
N (1.74, 3.03, -0.88)  -0.459
C (1.56, 4.38, -0.42)  0.132
C (1.61, 4.63, 0.97)  -0.161
C (1.35, 5.93, 1.47)  -0.282
C (1.00, 6.96, 0.61)  0.406
F (0.77, 8.21, 1.07)  -0.318
C (0.94, 6.71, -0.76)  -0.278
C (1.23, 5.44, -1.30)  -0.169
C (2.61, 2.80, -1.91)  0.645
O (3.31, 3.67, -2.42)  -0.598
C (2.78, 1.46, -2.51)  -0.310
S (3.80, 0.94, -3.89)  0.441
C (3.30, -0.73, -3.63)  -0.340
C (2.49, -0.82, -2.55)  -0.277
C (2.12, 0.42, -1.96)  0.172
H (-2.95, -0.27, 2.22)  0.216
H (-1.22, 0.25, 2.36)  0.233
H (-1.95, -0.86, 3.55)  0.204
H (-1.73, -1.65, 0.62)  0.202
H (-2.25, -3.78, 1.30)  0.204
H (-3.23, -2.84, 2.32)  0.215
H (-1.73, -3.21, 4.25)  0.193
H (-1.96, -4.77, 3.43)  0.215
H (0.35, -4.29, 4.09)  0.212
H (0.28, -4.42, 2.30)  0.201
H (1.65, -2.54, 3.02)  0.250
H (0.23, -1.78, 3.82)  0.188
H (-0.72, -0.02, -0.33)  0.251
H (0.12, -1.23, -1.28)  0.240
H (1.84, 3.82, 1.64)  0.232
H (1.43, 6.09, 2.53)  0.230
H (0.66, 7.53, -1.38)  0.229
H (1.20, 5.21, -2.36)  0.239
H (3.60, -1.51, -4.29)  0.244
H (2.15, -1.81, -2.19)  0.230

Calculated values
largest force on an atom = 4.90 eV Å⁻¹
Kohn-Sham gap = 9.085 eV
E_HOMO = -8.8 eV
structure (SMILES) = C[C@@H]1CCCCN1C(=O)Cn1c(=O)n(-c2ccc(F)cc2)c(=O)c2sccc21
E = -1662.19515 a.u.

(3)
Molecular formula: C31H43CrN8Se2
Method: DFT, the ωB97M-V functional and the def2-TZVPD basis

Each line ends with the Mulliken spin population.
Element x y z (Å)
Cr (0.39, 0.38, 0.10)  3.870
C (-1.05, 1.79, 3.00)  0.088
N (-0.26, 2.87, 2.42)  -0.005
C (-1.00, 4.05, 2.01)  0.001
C (1.00, 2.62, 2.00)  -0.081
N (1.35, 1.38, 1.69)  -0.041
C (2.71, 1.00, 1.81)  0.065
C (3.48, 1.36, 2.91)  0.013
C (4.83, 1.05, 2.95)  0.001
C (5.41, 0.38, 1.89)  0.000
C (4.64, -0.02, 0.81)  0.011
C (3.27, 0.24, 0.78)  0.124
N (2.41, -0.08, -0.29)  -0.115
C (2.69, -1.02, -1.19)  -0.052
N (2.25, -0.82, -2.45)  0.014
C (2.09, 0.52, -2.99)  0.039
C (1.74, -1.90, -3.28)  0.003
N (3.36, -2.17, -0.93)  -0.002
C (4.22, -2.80, -1.92)  0.000
C (3.36, -2.80, 0.37)  -0.003
N (1.85, 3.67, 1.88)  -0.006
C (2.92, 3.67, 0.91)  0.005
C (1.82, 4.81, 2.78)  0.001
H (-1.89, 2.23, 3.53)  0.003
H (-0.44, 1.22, 3.70)  0.003
H (-1.45, 1.12, 2.23)  -0.050
H (-1.80, 3.74, 1.32)  -0.002
H (-0.35, 4.74, 1.49)  0.002
H (-1.44, 4.54, 2.87)  0.000
H (3.02, 1.91, 3.72)  0.000
H (5.42, 1.33, 3.81)  0.000
H (6.47, 0.16, 1.89)  0.000
H (5.10, -0.52, -0.03)  0.000
H (2.72, 1.21, -2.43)  -0.009
H (1.05, 0.86, -2.93)  -0.001
H (2.40, 0.51, -4.03)  0.003
H (1.72, -2.83, -2.72)  -0.002
H (2.34, -2.03, -4.18)  -0.001
H (0.71, -1.66, -3.58)  -0.004
H (4.34, -2.15, -2.78)  0.000
H (3.83, -3.76, -2.24)  0.000
H (5.20, -2.96, -1.47)  0.000
H (2.57, -2.38, 0.98)  0.009
H (4.31, -2.67, 0.89)  0.000
H (3.16, -3.87, 0.24)  0.000
H (2.75, 2.88, 0.17)  0.025
H (3.89, 3.51, 1.38)  0.001
H (2.93, 4.63, 0.39)  0.001
H (1.04, 4.68, 3.53)  0.000
H (1.63, 5.74, 2.24)  0.000
H (2.78, 4.89, 3.28)  0.000
Se (0.29, -1.86, 2.76)  0.019
N (-0.15, -1.61, 1.04)  -0.009
C (-1.24, -2.34, 0.79)  0.003
C (-1.87, -2.47, -0.49)  0.006
C (-2.99, -3.22, -0.58)  0.021
C (-3.55, -3.90, 0.57)  -0.007
C (-2.96, -3.83, 1.79)  0.007
C (-1.77, -3.05, 1.93)  -0.009
N (-1.10, -2.91, 3.06)  0.027
H (-1.45, -1.95, -1.34)  0.015
H (-3.50, -3.31, -1.53)  0.001
H (-4.45, -4.48, 0.42)  0.000
H (-3.36, -4.35, 2.65)  0.000
C (-6.68, -1.56, -2.39)  -0.001
C (-5.38, -0.86, -2.07)  -0.002
C (-5.17, -0.27, -0.84)  0.002
C (-3.98, 0.39, -0.54)  0.016
C (-3.82, 0.97, 0.83)  0.002
C (-2.97, 0.47, -1.50)  0.059
Se (-1.35, 1.46, -1.15)  -0.072
C (-3.17, -0.13, -2.75)  0.013
C (-2.13, -0.09, -3.84)  -0.005
C (-4.36, -0.78, -3.02)  0.003
H (-7.31, -1.63, -1.51)  0.000
H (-6.50, -2.57, -2.77)  0.000
H (-7.23, -1.02, -3.16)  0.000
H (-5.94, -0.32, -0.09)  0.000
H (-4.77, 0.96, 1.37)  0.000
H (-3.45, 2.00, 0.80)  0.001
H (-3.09, 0.39, 1.41)  0.002
H (-1.12, -0.18, -3.44)  0.002
H (-2.16, 0.86, -4.38)  -0.001
H (-2.30, -0.89, -4.56)  0.000
H (-4.50, -1.24, -3.99)  0.000

Calculated values
⟨S²⟩ = 6.026
largest force on an atom = 0.64 eV Å⁻¹
Kohn-Sham gap (spin up / spin down) = 6.245 / 6.571 eV
total charge = +1
E_HOMO (spin up / spin down) = -9.7 / -10.1 eV
2S+1 = 5
E = -7492.29766 a.u.

Listing molecular weight for the structures above in their given order: 232.35 401.46 737.66 g/mol.
Listing relative energy (zero: lowest compared OMol25 entry of this formula, charge and spin) for the structures above in their given order: 43.0 0.0 0.0 kcal/mol.